Formula: C4H13N3O
Source: the OMol25 dataset
Level of theory: ωB97M-V with the def2-TZVPD basis set

XYZ file:
```
21
Properties=species:S:1:pos:R:3:forces:R:3:mulliken_charge:R:1
C 0.3972 -0.3579 -0.1754 3.364 -0.786 -0.603 0.056
C -1.4762 0.7819 0.6450 0.987 1.019 0.349 -0.520
C 0.0363 -0.4574 -1.6325 0.035 0.048 -0.181 -1.487
C -2.4224 -0.3837 0.6595 0.278 -0.468 -0.137 -0.930
N 0.6208 0.7977 0.5008 -2.116 0.688 0.474 -0.095
N 2.8339 -1.3911 0.8007 -0.264 -0.104 0.246 -0.434
N 1.0532 1.8552 -0.2032 -0.753 -0.489 0.177 -0.363
O 2.2804 -0.7946 -0.3291 -1.809 -0.137 -0.689 -0.429
H 0.1578 -1.1937 0.4720 -0.248 0.235 0.019 0.631
H 2.0766 -1.8625 1.3066 0.336 0.001 0.029 0.213
H 3.1951 -0.6650 1.4212 -0.272 0.067 -0.008 0.215
H 1.4130 2.6176 0.3525 -0.092 -0.285 -0.396 0.207
H 1.1092 1.8261 -1.2160 0.142 0.119 0.399 0.189
H -1.3994 1.2857 1.6047 -0.037 -0.018 -0.073 0.328
H -1.6500 1.4961 -0.1570 0.153 -0.021 -0.025 0.359
H -0.5314 -1.3700 -1.8096 0.083 -0.004 -0.008 0.287
H -0.5714 0.3773 -1.9933 -0.035 0.052 0.225 0.395
H 0.9336 -0.4952 -2.2540 0.058 -0.074 0.175 0.453
H -2.5385 -0.8306 -0.3307 0.040 -0.023 0.071 0.266
H -2.0928 -1.1634 1.3530 -0.070 0.058 -0.041 0.293
H -3.4249 -0.0725 0.9848 0.221 0.121 -0.002 0.365
```
Positions in Å, forces in eV/Å.

E_HOMO (alpha / beta) ... -6.858 / -6.859 eV
Energy relative to the best compared isomer or geometry (same formula, charge and spin) ... 736.8 kJ/mol
Orbital gap (alpha / beta) ... 7.66 / 7.66 eV